C23H38InN7S | ωB97M-V/def2-TZVPD

## Properties
total energy: -1870.36673 Eh
HOMO level: -13.6150 eV
largest force on an atom: 1.52 eV Å⁻¹
multiplicity: 1
gap between HOMO and LUMO: 7.6 eV
ΔE to the lowest compared entry with this formula, charge and spin: 16.33 kcal per mole
total charge: +2

Last column: natural (NBO) charge in e.
Geometry (Å):
In  -0.159  0.746  -0.417  1.5066
C  -1.054  -4.278  -2.046  -0.4158
N  -1.990  -3.193  -1.872  -0.3963
C  -3.344  -3.415  -2.363  -0.2107
C  -4.029  -2.060  -2.190  -0.2140
N  -2.996  -1.257  -1.566  -0.3910
C  -3.277  0.054  -1.066  -0.4089
C  -1.846  -1.943  -1.382  0.6692
N  -0.831  -1.382  -0.765  -0.7280
C  0.388  -2.076  -0.427  -0.2330
C  1.560  -1.564  -1.273  -0.2402
N  1.856  -0.219  -0.829  -0.7443
C  2.972  0.427  -1.102  0.6748
N  3.229  1.602  -0.487  -0.3906
C  2.645  2.068  0.739  -0.4212
C  4.417  2.238  -1.021  -0.2157
C  5.029  1.132  -1.880  -0.2147
N  3.965  0.138  -1.976  -0.3946
C  4.316  -1.114  -2.610  -0.4130
H  -1.504  -4.996  -2.732  0.2388
H  -0.868  -4.813  -1.111  0.2139
H  -0.117  -3.939  -2.489  0.2115
H  -3.824  -4.210  -1.782  0.2181
H  -3.302  -3.720  -3.410  0.2187
H  -4.910  -2.122  -1.544  0.2178
H  -4.326  -1.616  -3.147  0.2165
H  -4.351  0.226  -1.122  0.2520
H  -2.777  0.834  -1.664  0.2055
H  -2.964  0.150  -0.017  0.2088
H  0.300  -3.153  -0.522  0.2241
H  0.609  -1.839  0.619  0.2125
H  1.268  -1.576  -2.333  0.1927
H  2.420  -2.220  -1.118  0.2181
H  2.141  1.243  1.247  0.2166
H  1.942  2.889  0.571  0.2200
H  3.439  2.445  1.386  0.2318
H  5.081  2.558  -0.214  0.2209
H  4.141  3.122  -1.609  0.2142
H  5.917  0.691  -1.417  0.2087
H  5.298  1.489  -2.875  0.2267
H  5.044  -0.904  -3.390  0.2359
H  3.459  -1.582  -3.085  0.2177
H  4.778  -1.805  -1.896  0.2072
C  -0.324  -1.411  4.908  -0.5836
C  -0.042  0.028  4.449  -0.1960
C  -1.110  0.983  5.010  -0.5820
C  1.356  0.488  4.898  -0.5829
C  -0.100  0.105  3.018  0.5634
N  -0.142  0.198  1.871  -0.5355
H  -0.323  -1.435  5.995  0.2426
H  0.437  -2.100  4.547  0.2234
H  -1.298  -1.746  4.559  0.2241
H  -1.056  0.966  6.096  0.2415
H  -2.110  0.674  4.713  0.2251
H  -0.934  2.003  4.676  0.2253
H  1.387  0.491  5.985  0.2437
H  1.559  1.498  4.548  0.2218
H  2.131  -0.182  4.533  0.2228
S  -0.285  3.220  -0.431  -0.1767
C  -1.708  3.894  -1.216  -0.2215
C  -2.698  4.478  -0.429  -0.2096
C  -3.716  5.185  -1.041  -0.1832
C  -3.756  5.300  -2.423  -0.1742
C  -2.765  4.715  -3.202  -0.1949
C  -1.729  4.026  -2.603  -0.2117
H  -2.642  4.408  0.647  0.2278
H  -4.478  5.654  -0.437  0.2329
H  -4.555  5.845  -2.896  0.2350
H  -2.790  4.810  -4.275  0.2327
H  -0.915  3.610  -3.182  0.2222